Entry 1:
{
  "formula": "C6H3NO",
  "method": "ωB97M-V/def2-TZVPD",
  "species": ["O", "N", "C", "C", "C", "C", "C", "C", "H", "H", "H"],
  "positions_angstrom": [[2.2730, 0.1318, -0.1049], [-3.1017, -0.7219, -0.0154], [-0.2954, 1.2622, -0.0858], [-0.5891, -0.1047, -0.0710], [1.7640, -0.9572, -0.0023], [0.2758, -1.1499, -0.0102], [-0.3173, 2.4805, 0.0132], [-1.9876, -0.4319, -0.1015], [-0.1316, -2.1534, 0.0705], [2.3387, -1.8821, 0.1699], [-0.2287, 3.5266, 0.1375]],
  "forces_ev_per_angstrom": [[0.109, -0.430, -0.083], [0.709, 0.205, -0.249], [-0.077, 3.378, 0.295], [0.444, -1.723, -0.236], [-0.831, 0.294, 0.376], [0.127, 0.646, -0.051], [0.284, -2.592, -0.180], [-1.083, -0.254, 0.461], [0.130, 0.112, -0.118], [0.195, 0.069, -0.149], [-0.007, 0.295, -0.067]],
  "orbital_gap_ev": 8.67,
  "mol_weight_g_mol": 105.10,
  "smiles": "C#C/C(C#N)=C\\C=O",
  "e_above_lowest_kj_mol": 162.28,
  "energy_ev": -9804.525,
  "e_lumo_ev": -1.4510,
  "charge": 0
}

=====

Entry 2:
{
  "formula": "C6H4",
  "method": "ωB97M-V/def2-TZVPD",
  "species": ["C", "C", "C", "C", "C", "C", "H", "H", "H", "H"],
  "positions_angstrom": [[-0.7336, 0.6330, 2.2613], [-1.4738, 0.0797, 1.4708], [-0.1645, -0.1306, -0.2916], [-1.4000, -0.4109, 0.1412], [1.0684, 0.0015, -1.0456], [0.8801, 0.5833, 0.3622], [1.6998, -0.8720, -1.1550], [1.1078, 0.6722, -1.8959], [-0.4609, 1.0559, 3.1860], [-2.1937, -0.9196, -0.3783]],
  "forces_ev_per_angstrom": [[-1.955, -0.226, 1.258], [-0.232, 0.086, 0.598], [1.007, 0.340, -0.313], [0.264, 0.077, 0.100], [-0.255, -0.182, -0.254], [0.284, -0.431, -1.427], [0.217, -0.119, -0.041], [0.178, 0.174, -0.095], [0.564, 0.338, 0.326], [-0.072, -0.057, -0.153]],
  "orbital_gap_ev": [7.60, 7.60],
  "mol_weight_g_mol": 76.10,
  "e_above_lowest_kj_mol": 418.03,
  "energy_ev": -6278.143,
  "e_lumo_ev": [-1.4888, -1.4892],
  "charge": 0
}

=====

Entry 3:
{
  "formula": "C6H4",
  "method": "ωB97M-V/def2-TZVPD",
  "species": ["C", "C", "C", "C", "C", "C", "H", "H", "H", "H"],
  "positions_angstrom": [[-1.1540, 0.1498, 1.2133], [-0.9056, 0.8431, -1.1668], [0.6809, -0.9222, 1.5017], [-0.5500, -0.6190, 2.0867], [-1.2577, 0.6509, 0.0486], [1.4944, -0.7509, 0.5518], [2.3617, -1.1273, 0.0815], [-1.5537, 1.5402, -1.8463], [-0.0455, 0.1760, -1.5104], [-0.8767, -0.9350, 3.1342]],
  "forces_ev_per_angstrom": [[-1.330, 0.527, -0.768], [-0.747, 1.097, -3.204], [3.206, 0.489, -3.636], [-1.204, -0.433, 2.712], [0.002, -0.659, 2.479], [-1.641, -1.626, 3.633], [0.435, 0.178, -0.616], [1.657, -1.589, 0.902], [-0.923, 1.314, 0.176], [0.547, 0.703, -1.678]],
  "orbital_gap_ev": 8.52,
  "mol_weight_g_mol": 76.10,
  "smiles": "C#CC=C=C=C",
  "e_above_lowest_kj_mol": 212.99,
  "energy_ev": -6280.268,
  "e_lumo_ev": -0.1472,
  "charge": 0
}

=====

Entry 4:
{
  "formula": "C6H4",
  "method": "ωB97M-V/def2-TZVPD",
  "species": ["C", "C", "C", "C", "C", "C", "H", "H", "H", "H"],
  "positions_angstrom": [[1.0329, -0.2302, 0.2920], [-0.3528, -0.6323, 0.0455], [-0.6061, 1.3462, -0.1258], [-1.4921, 0.3995, 0.4321], [0.7372, 1.1960, -0.1836], [-1.5804, -0.9384, -0.3152], [1.3314, 1.9360, -0.6023], [1.8162, -0.8619, -0.4488], [-2.3321, -1.6818, -0.4568], [1.4459, -0.5331, 1.3630]],
  "forces_ev_per_angstrom": [[3.611, -2.076, -0.817], [-2.260, -1.076, -0.936], [1.135, -0.119, 0.364], [-1.421, -0.817, -0.879], [-1.325, -0.570, 1.100], [1.968, 1.257, 1.990], [1.500, 0.822, -0.594], [-2.099, 1.772, 1.775], [-0.111, -0.254, -0.203], [-0.999, 1.062, -1.801]],
  "orbital_gap_ev": [7.31, 7.60],
  "mol_weight_g_mol": 76.10,
  "e_above_lowest_kj_mol": 466.77,
  "energy_ev": -6277.637,
  "e_lumo_ev": [-0.3064, -0.0649],
  "charge": 0
}

=====

Entry 5:
{
  "formula": "C6H4",
  "method": "ωB97M-V/def2-TZVPD",
  "species": ["C", "C", "C", "C", "C", "C", "H", "H", "H", "H"],
  "positions_angstrom": [[1.3092, 0.8795, -0.1073], [-0.2366, -1.0698, 0.0386], [-1.9104, 0.8520, 0.0746], [1.1457, -0.6202, -0.1058], [-1.0927, -0.1060, 0.0575], [2.4037, -0.1115, -0.1036], [-2.3411, 1.4149, 0.9539], [-2.3024, 1.2112, -0.8323], [-0.4553, -2.1392, 0.0791], [3.4800, -0.3110, -0.0546]],
  "forces_ev_per_angstrom": [[3.360, -3.444, -0.203], [1.923, -2.451, -0.418], [-2.139, 2.227, 1.614], [-0.229, 3.737, 0.494], [-0.262, -1.020, 0.556], [-2.287, 1.327, 0.028], [0.968, -1.004, -0.744], [-0.392, 0.347, -1.264], [-0.351, 0.409, 0.038], [-0.592, -0.126, -0.102]],
  "orbital_gap_ev": 9.72,
  "mol_weight_g_mol": 76.10,
  "e_above_lowest_kj_mol": 242.92,
  "energy_ev": -6279.957,
  "e_lumo_ev": 0.5051,
  "charge": 0
}

=====

Entry 6:
{
  "formula": "C6H4",
  "method": "ωB97M-V/def2-TZVPD",
  "species": ["C", "C", "C", "C", "C", "C", "H", "H", "H", "H"],
  "positions_angstrom": [[-0.7532, 1.3426, 0.1914], [0.5141, 1.0840, 0.1620], [0.9713, -0.3869, 0.0849], [-1.4750, -0.9748, 0.0661], [-1.6750, 0.4110, 0.0311], [-0.1300, -1.2883, 0.1830], [1.8168, 2.2888, -0.5293], [1.1594, -0.3456, -0.9359], [1.7595, -0.4828, 0.8151], [-2.1881, -1.6480, -0.0684]],
  "forces_ev_per_angstrom": [[-2.337, -0.372, -0.367], [3.013, 3.331, -1.837], [-2.133, 0.911, 2.687], [3.060, 2.199, 0.449], [2.572, 1.122, 0.657], [-0.551, -0.957, -0.124], [-2.616, -2.396, 1.662], [1.388, -0.499, -2.242], [0.658, -0.574, -0.425], [-3.054, -2.765, -0.459]],
  "orbital_gap_ev": [7.08, 7.08],
  "mol_weight_g_mol": 76.10,
  "e_above_lowest_kj_mol": 668.78,
  "energy_ev": -6275.544,
  "e_lumo_ev": [-1.1927, -1.1931],
  "charge": 0
}